# 1
Formula: C40H64BN8O5S4Sn
Source: the OMol25 dataset
Level of theory: ωB97M-V with the def2-TZVPD basis set

Each line ends with the Löwdin charge.
Geometry (Å):
Sn1 0.7289 -0.1182 0.6820  1.013
S1 0.3232 2.0951 2.0451  0.624
S2 3.0996 2.2230 -2.6332  0.671
S3 -1.4291 0.0443 -0.9367  0.619
S4 -1.4981 -1.1092 2.2023  0.647
O1 3.5931 -0.2418 0.2106  -0.243
O2 2.6959 -0.1535 2.7353  -0.248
O3 1.8396 -2.6930 1.7677  -0.216
O4 2.0748 -2.2313 -0.9736  -0.220
O5 -1.1168 -4.5499 -1.2723  0.122
N1 1.2360 3.8351 -1.5541  0.036
N2 -3.2302 -3.0656 1.8766  0.037
N3 -1.0960 0.4191 -3.6869  0.017
N4 3.1026 4.9133 -1.9392  0.001
N5 -0.7894 3.1209 -0.2130  0.024
N6 -1.5103 -3.0409 0.3464  0.123
N7 -0.3090 2.0063 -2.4142  0.042
N8 -2.1023 3.3519 1.5159  0.022
C1 -3.0107 -7.5355 2.2446  -0.065
C2 2.1683 5.8271 -1.4576  -0.051
C3 4.5277 6.3867 -3.2659  -0.027
C4 -0.6420 1.4442 -4.5089  -0.031
C5 2.9266 -3.2706 1.0677  -0.175
C6 -1.5471 -4.3415 -0.1650  -0.396
C7 -4.7642 -3.8810 3.5947  -0.227
C8 3.0361 -1.5041 -1.7228  -0.183
C9 -3.9932 -2.6823 3.0606  -0.199
C10 5.4614 4.2138 -2.4996  -0.098
C11 4.5286 0.2104 1.1586  -0.185
C12 -2.0378 -6.6825 2.7526  -0.068
C13 3.1256 -1.3427 3.3726  -0.177
C14 -2.7457 3.9017 0.4160  -0.027
C15 -5.8621 -4.3722 2.6542  -0.092
C16 -1.9338 3.7531 -0.6446  -0.042
C17 -2.8293 3.1977 2.8210  -0.534
C18 -2.1190 -2.4908 1.4552  -0.740
C19 -0.8920 0.7944 -2.4035  -0.595
C20 -3.0343 -6.2983 0.1840  -0.020
C21 -3.8121 2.0398 2.6572  -0.022
C22 5.0026 5.9773 -0.8251  -0.033
C23 -0.1473 2.4128 -3.7181  -0.046
C24 1.0298 5.1649 -1.2171  -0.036
C25 -2.8131 -0.5813 -5.1090  -0.023
C26 2.5202 3.6788 -2.0051  -0.689
C27 -0.4234 -1.3848 -5.1899  -0.021
C28 2.5283 -3.4373 -0.3859  -0.161
C29 4.5171 5.3539 -2.1385  -0.549
C30 -2.0810 -5.4310 0.7043  -0.181
C31 -1.5783 -5.6231 1.9876  -0.031
C32 4.1601 -0.9147 -0.8932  -0.199
C33 3.7467 0.7306 2.3543  -0.167
C34 -1.8622 -1.9452 -3.2543  -0.090
C35 -3.5715 4.5072 3.1079  -0.035
C36 -1.5548 -0.8732 -4.2924  -0.536
C37 -0.9084 2.8660 1.1019  -0.629
C38 -1.8883 2.9227 3.9891  -0.085
C39 -3.5102 -7.3429 0.9638  -0.060
C40 2.0923 -2.4251 3.1360  -0.182
B1 0.3514 2.6512 -1.1610  -0.699
H1 3.8984 7.2475 -3.0385  0.077
H2 -2.4819 2.9891 4.9007  0.091
H3 3.3824 -3.8418 -0.9418  0.138
H4 -3.9956 4.4558 4.1093  0.091
H5 4.1742 5.9340 -4.1930  0.094
H6 -3.2974 -2.2986 3.8044  0.092
H7 -3.1514 -1.4981 -5.5919  0.094
H8 -3.2756 1.1200 2.4176  0.041
H9 -2.8859 5.3548 3.0711  0.099
H10 2.4862 -0.6945 -2.2061  0.098
H11 4.8721 5.2715 -0.0032  0.093
H12 -3.3725 -8.3592 2.8458  0.110
H13 -2.6895 -1.6645 -2.6052  0.060
H14 -0.6818 -2.3764 -5.5598  0.094
H15 -4.3950 4.6911 2.4202  0.075
H16 3.8176 -2.6442 1.1514  0.106
H17 5.4899 3.4522 -1.7219  0.061
H18 0.0877 5.5313 -0.8518  0.115
H19 -2.6309 0.1605 -5.8867  0.080
H20 -4.2594 -8.0139 0.5656  0.112
H21 -1.4449 1.9319 3.9386  0.035
H22 -4.5302 2.2399 1.8604  0.088
H23 -6.5917 -3.5839 2.4607  0.080
H24 -0.8266 -4.9479 2.3816  0.123
H25 -3.3927 -6.1503 -0.8268  0.126
H26 5.5451 6.7453 -3.4236  0.092
H27 0.3271 3.3434 -3.9718  0.128
H28 4.1035 -1.6492 2.9947  0.118
H29 2.3891 6.8720 -1.3518  0.118
H30 4.4255 0.9094 3.1942  0.138
H31 5.1434 1.0221 0.7505  0.139
H32 -0.9956 -2.1727 -2.6343  0.057
H33 2.4188 -3.3335 3.6586  0.136
H34 1.1328 -2.1094 3.5493  0.111
H35 5.1858 3.7307 -3.4328  0.047
H36 -3.6112 -0.2152 -4.4619  0.094
H37 -0.2540 -0.7410 -6.0523  0.080
H38 -5.4702 -4.7109 1.6911  0.059
H39 -0.9207 -2.4150 -0.1923  0.054
H40 6.0624 6.2159 -0.9110  0.090
H41 -4.0597 -4.6904 3.8043  0.101
H42 -4.6738 -1.8680 2.7953  0.129
H43 3.1588 -4.2596 1.4867  0.142
H44 1.0270 1.8153 -0.6262  0.010
H45 0.5068 -1.4564 -4.6245  0.093
H46 3.2641 1.6723 2.0919  0.107
H47 1.7083 -4.1503 -0.4582  0.125
H48 -1.0860 3.6585 4.0464  0.083
H49 6.4570 4.6470 -2.6035  0.089
H50 4.8499 -1.6926 -0.5386  0.127
H51 -2.0809 4.0240 -1.6756  0.137
H52 -5.2061 -3.5877 4.5479  0.115
H53 -2.1379 -2.8476 -3.7999  0.095
H54 4.4734 6.8963 -0.5760  0.076
H55 4.7234 -0.2171 -1.5227  0.120
H56 -3.7222 4.3398 0.4735  0.122
H57 -1.6379 -6.8455 3.7447  0.111
H58 -4.3609 1.8910 3.5881  0.096
H59 3.4780 -2.1424 -2.4972  0.136
H60 -6.3909 -5.2188 3.0905  0.078
H61 5.2075 -0.6070 1.4384  0.124
H62 3.2229 -1.1800 4.4522  0.140
H63 -3.5850 -3.8509 1.3494  0.122
H64 -0.6967 1.3923 -5.5793  0.123

For the lowest unoccupied orbital energy, the calculation gives -1.905 eV. Its charge is +1. For the strongest force on any atom, the calculation gives 0.31 eV/A. The energy relative to the best compared isomer or geometry (same formula, charge and spin) is 0.0 kcal per mole. The calculation puts the HOMO-LUMO gap at 7.105 eV.



# 2
Formula: C40H64F8O31
Source: the OMol25 dataset
Level of theory: ωB97M-V with the def2-TZVPD basis set

Each line ends with the Löwdin charge.
Geometry (Å):
F1 -6.8029 -1.2892 3.5230  0.043
F2 -1.4175 -3.2578 6.4638  0.105
F3 -1.2861 3.7428 1.8821  0.109
F4 0.4063 0.9819 -6.5945  0.100
F5 -1.8474 0.4872 0.6818  0.081
F6 6.2450 1.6301 0.9428  0.123
F7 5.0041 -3.9535 1.3188  0.086
F8 3.1524 -2.8342 -4.2418  0.125
O1 -0.3139 -3.2834 3.8538  0.010
O2 3.5000 3.4668 0.3836  0.076
O3 -0.4893 5.5936 -2.8273  -0.141
O4 1.7236 -0.8857 -6.5388  0.161
O5 -5.7864 -3.1315 2.6330  0.146
O6 -0.8822 -3.9275 -0.9681  -0.115
O7 -2.0458 -0.4833 -5.1388  -0.121
O8 -2.1910 -2.2373 -3.0972  -0.137
O9 0.6108 5.7969 2.2729  0.087
O10 -5.6029 3.6452 -1.7450  -0.149
O11 3.4713 -1.8061 -1.1587  0.087
O12 3.0555 -0.6736 2.1990  0.130
O13 5.2393 3.4540 1.6764  0.186
O14 0.9530 2.1278 4.8815  -0.128
O15 4.4318 -1.6480 -3.0278  0.188
O16 -0.8516 -0.4131 -1.1346  0.134
O17 -5.8010 -4.1674 0.6096  0.136
O18 4.1189 5.2899 1.7057  0.137
O19 0.8794 0.3553 -0.0789  0.079
O20 5.1833 -0.3875 -1.3510  0.180
O21 -2.2954 -2.8146 2.7588  0.158
O22 -5.5051 -1.8948 0.8241  0.078
O23 3.6431 -1.4154 -7.6886  0.117
O24 1.1053 6.3611 0.1099  0.137
O25 0.8229 0.4630 -2.3783  0.127
O26 4.9168 -2.0250 2.3006  0.145
O27 3.3358 0.6273 -6.6728  0.076
O28 3.0494 -2.7367 3.2240  0.035
O29 -2.2168 -4.1317 4.6231  0.143
O30 0.4708 4.2369 0.7539  0.125
O31 2.6011 -5.9355 1.0690  -0.098
C1 -1.7075 -3.3535 3.6547  -0.485
C2 -6.3057 2.5374 -2.2920  -0.193
C3 3.8594 -2.8323 -3.1337  -0.372
C4 4.2746 4.1553 1.2552  -0.585
C5 0.0309 3.6660 1.9396  -0.352
C6 0.0969 -4.1887 4.8682  -0.064
C7 -5.5074 1.2725 -1.9426  -0.161
C8 0.3744 0.1097 -1.2922  -0.509
C9 4.2429 2.3525 -0.0322  -0.057
C10 -1.2294 -4.2869 5.6611  -0.291
C11 0.6000 4.5930 2.9957  -0.072
C12 1.2613 0.2858 -5.8590  -0.339
C13 -4.4881 1.8119 -0.9290  -0.166
C14 -0.6423 0.5405 4.6062  -0.127
C15 -3.5947 -2.1201 -2.7209  -0.098
C16 0.7462 5.5225 0.9500  -0.501
C17 3.6373 -1.7089 2.5273  -0.465
C18 4.4408 -1.2116 -1.8008  -0.587
C19 1.6478 -4.9584 1.4356  -0.154
C20 -1.8937 -4.2494 -0.0528  -0.170
C21 -0.2670 4.2100 -2.5768  -0.220
C22 2.8717 -2.7593 -1.9544  -0.041
C23 -5.5942 -1.8388 3.1258  -0.286
C24 2.4827 1.0741 -5.6632  -0.086
C25 1.5165 5.0707 -3.8989  -0.151
C26 -1.1347 -0.5373 0.1946  -0.341
C27 1.6361 0.9248 5.1536  -0.189
C28 0.3119 6.0038 -3.9664  -0.168
C29 5.1558 -3.3598 2.5225  -0.294
C30 2.9109 -0.6277 -7.0583  -0.494
C31 5.0754 2.1280 1.2237  -0.334
C32 0.6440 -0.1751 4.8362  -0.208
C33 1.2085 4.1522 -2.7165  -0.177
C34 -0.3907 1.9797 5.1914  -0.173
C35 -4.2626 3.2498 -1.4191  -0.174
C36 -2.1143 0.7236 -4.4033  -0.118
C37 0.2883 -0.5808 0.8096  -0.022
C38 -5.1880 -1.0508 1.9052  -0.083
C39 -5.6483 -3.1543 1.2886  -0.508
C40 4.0255 -3.6747 3.5461  -0.067
H1 2.6164 -3.6759 -1.4228  0.135
H2 4.6093 1.4833 1.9688  0.162
H3 -1.0776 1.0475 -4.3122  0.058
H4 -3.5406 1.2752 -0.9760  0.084
H5 -6.3124 2.7087 -3.3684  0.114
H6 1.5887 3.1339 -2.7983  0.099
H7 0.6486 7.0239 -3.7818  0.118
H8 1.9356 -2.2935 -2.2624  0.137
H9 -0.5760 2.0919 6.2597  0.125
H10 2.5497 0.7366 4.5897  0.112
H11 2.4777 5.5542 -3.7241  0.113
H12 -4.3238 -2.1543 -3.5305  0.088
H13 0.6474 -5.2984 1.1675  0.076
H14 0.3773 -5.1545 4.4477  0.133
H15 -5.7165 -0.1015 1.8178  0.141
H16 -3.7286 3.3346 -2.3656  0.115
H17 -1.7547 -1.4260 0.3127  0.152
H18 -2.5153 1.4778 -5.0805  0.089
H19 -0.2227 5.9654 -4.9155  0.111
H20 1.8072 -4.0290 0.8889  0.070
H21 -5.0242 0.9313 -2.8581  0.087
H22 1.5314 4.5094 -4.8331  0.092
H23 -4.8570 1.7927 0.0965  0.109
H24 -4.1281 -0.7997 1.9477  0.122
H25 -2.7194 -3.5541 0.0991  0.059
H26 -1.3435 -0.1972 4.9965  0.112
H27 0.9480 -3.7805 5.4132  0.141
H28 1.6053 4.3555 3.3436  0.138
H29 0.5955 -1.5993 0.5721  0.143
H30 -5.9701 0.3654 -1.5535  0.105
H31 1.5772 4.5889 -1.7884  0.099
H32 2.8782 0.8412 -4.6746  0.146
H33 2.3772 -6.2956 0.2077  0.085
H34 1.9615 0.7808 6.1839  0.118
H35 1.5840 -4.6177 2.4690  0.046
H36 -0.7007 0.6239 3.5210  0.089
H37 -1.4855 -0.3311 -5.9033  0.080
H38 -1.9291 -1.6828 -3.8358  0.023
H39 -3.7517 3.8748 -0.6868  0.122
H40 4.4674 -3.4962 4.5264  0.143
H41 -1.2828 -5.1837 6.2783  0.172
H42 -1.0345 2.6731 4.6503  0.110
H43 -1.4315 -4.4877 0.9051  0.056
H44 -2.3583 -5.1652 -0.4181  0.090
H45 0.6970 -0.8364 5.7011  0.107
H46 4.6064 -3.6241 -3.0781  0.184
H47 0.2249 -0.1501 1.8089  0.122
H48 -7.3309 2.5542 -1.9222  0.117
H49 -0.0001 4.5507 3.9046  0.130
H50 6.2011 -3.4487 2.8184  0.176
H51 -3.8438 -2.7884 -1.8966  0.068
H52 3.6109 -4.6742 3.4147  0.133
H53 -3.8089 -1.1610 -2.2495  0.048
H54 -0.6385 4.0289 -1.5682  0.114
H55 -0.7763 3.5806 -3.3067  0.109
H56 2.3297 2.1183 -5.9357  0.150
H57 -4.8689 -1.6969 3.9270  0.166
H58 -1.3156 -3.5493 -1.7367  0.039
H59 0.3748 2.6383 2.0567  0.162
H60 -2.7234 0.7138 -3.4994  0.076
H61 4.9245 2.5683 -0.8549  0.149
H62 3.6378 1.4883 -0.3066  0.126
H63 0.7766 0.0564 -4.9100  0.143
H64 0.9677 -0.8361 4.0322  0.084

For the lowest unoccupied orbital energy, the calculation gives -0.410 eV. For the strongest force on any atom, the calculation gives 5.67 eV/A. The energy relative to the best compared isomer or geometry (same formula, charge and spin) is 0.0 kcal per mole. The calculation puts the HOMO-LUMO gap at 8.800 eV.



# 3
Formula: C40H65As2GeIrSeSi4
Source: the OMol25 dataset
Level of theory: ωB97M-V with the def2-TZVPD basis set

Each line ends with the Löwdin charge.
Geometry (Å):
Ir1 0.0728 -0.2834 -0.1491  0.343
Se1 1.9973 0.3377 -1.8130  0.823
As1 -0.4269 -2.6516 -0.5918  1.139
As2 0.6411 -1.1778 2.2425  1.205
Ge1 4.2064 2.8484 -2.0050  0.750
Si1 -2.5898 1.2574 1.9178  0.326
Si2 -3.1490 1.0537 -2.2129  0.459
Si3 -1.2182 3.7751 -0.4062  0.378
Si4 -1.4934 1.3691 -0.2190  0.318
C1 3.2475 -2.2846 2.9058  -0.092
C2 4.6803 -0.6902 1.1376  -0.055
C3 0.0898 -3.4731 -2.2413  -0.389
C4 0.2241 -3.0886 2.1255  -0.400
C5 -4.5447 -4.6629 0.4124  -0.051
C6 -2.1068 1.3797 -3.6849  -0.193
C7 2.5122 2.1287 -1.2661  -0.564
C8 -2.2234 -4.8391 -0.1901  -0.096
C9 -0.7095 4.1858 -2.1420  -0.208
C10 -3.4333 -5.4431 0.1070  -0.050
C11 -2.6676 4.8004 0.0690  -0.188
C12 -1.4099 2.1770 3.0078  -0.204
C13 0.2375 4.0924 0.7142  -0.196
C14 5.6179 2.5802 -0.7113  -0.208
C15 0.4805 -0.7498 4.1079  -0.394
C16 -0.4846 -1.3857 4.8842  -0.117
C17 3.3058 -0.5242 1.2753  -0.150
C18 4.6168 -2.4481 2.7763  -0.050
C19 -4.2414 2.0536 1.7071  -0.204
C20 -4.4963 2.2614 -1.9193  -0.182
C21 -3.2276 -2.6736 0.1337  -0.156
C22 0.6582 -3.5774 0.7514  -0.392
C23 0.3586 -0.2408 6.8247  -0.055
C24 1.8494 -4.2629 -3.6768  -0.063
C25 3.8551 4.7304 -2.2583  -0.208
C26 1.3065 0.4045 6.0404  -0.056
C27 4.6858 2.0046 -3.6763  -0.220
C28 5.3333 -1.6580 1.8818  -0.051
C29 1.3983 0.7754 -3.5976  -0.326
C30 -0.4559 -4.5721 -4.3045  -0.059
C31 -2.1216 -3.4445 -0.1762  -0.394
C32 -2.8706 -0.4240 2.6599  -0.209
C33 0.8966 -4.7429 -4.5675  -0.058
C34 -3.7172 -0.6871 -2.3260  -0.182
C35 1.3701 0.1555 4.6763  -0.107
C36 -0.8656 -3.9337 -3.1408  -0.102
C37 -0.5374 -1.1314 6.2486  -0.057
C38 1.4491 -3.6207 -2.5133  -0.115
C39 -4.4428 -3.2815 0.4278  -0.062
C40 2.5785 -1.3298 2.1354  -0.396
H1 -0.0327 3.4476 -2.5762  0.002
H2 -0.1842 5.1469 -2.1130  0.055
H3 1.2108 -5.2529 -5.4691  0.116
H4 -2.8323 -0.3024 3.7473  0.044
H5 -2.7381 1.2766 -4.5762  0.066
H6 2.5812 2.1161 -0.1774  0.000
H7 5.1294 -3.1903 3.3744  0.117
H8 2.0048 1.0965 6.4924  0.115
H9 -5.2956 2.0470 -2.6394  0.063
H10 2.9037 -4.3923 -3.8851  0.114
H11 -3.8538 -0.8200 2.4009  0.039
H12 -2.9307 -1.3915 -2.0645  0.000
H13 2.7060 -2.8993 3.6150  0.109
H14 0.8779 4.8309 0.2211  0.047
H15 -5.3096 -2.6776 0.6682  0.114
H16 0.3223 -0.0539 7.8902  0.116
H17 5.7297 2.2446 -3.8881  0.037
H18 -2.4196 5.8249 -0.2312  0.061
H19 -4.7137 2.1158 2.6956  0.058
H20 6.0351 1.5746 -0.7761  0.013
H21 -3.5960 4.5211 -0.4272  0.021
H22 -0.3960 1.7895 2.8957  0.011
H23 -1.1957 -4.9421 -5.0025  0.115
H24 -1.5666 4.3007 -2.8089  0.040
H25 -1.3903 3.2499 2.8178  0.019
H26 1.6899 2.7951 -1.5268  -0.011
H27 1.0011 -0.1320 -4.0463  0.040
H28 6.4260 3.2810 -0.9304  0.035
H29 -3.1394 -1.5961 0.1513  0.059
H30 5.2808 2.7645 0.3102  0.030
H31 2.1188 0.6531 4.0729  0.108
H32 -4.1634 3.2872 -2.0821  0.031
H33 2.8036 0.2674 0.7396  0.010
H34 4.7419 5.2181 -2.6657  0.035
H35 -4.5952 -0.9054 -1.7178  0.047
H36 -5.4916 -5.1385 0.6332  0.117
H37 4.5991 0.9169 -3.6299  0.020
H38 -3.9754 -0.8460 -3.3806  0.064
H39 -3.5129 -6.5224 0.0973  0.117
H40 -2.8416 4.8010 1.1467  0.040
H41 0.8436 3.2052 0.9185  0.014
H42 -1.3705 -5.4564 -0.4447  0.111
H43 0.6430 1.5531 -3.5695  0.004
H44 -0.0791 4.5063 1.6721  0.037
H45 -1.1864 -2.0839 4.4452  0.097
H46 -1.6451 2.3630 -3.7096  0.010
H47 2.2733 1.1100 -4.1458  0.014
H48 2.1998 -3.2428 -1.8276  0.097
H49 -2.1374 -1.1740 2.3743  -0.026
H50 0.7483 -3.5879 2.9381  0.079
H51 -1.3307 0.6152 -3.7317  0.022
H52 -0.8445 -3.2538 2.2748  0.065
H53 0.4978 -4.6455 0.6138  0.084
H54 -1.2744 -1.6350 6.8613  0.115
H55 4.0887 2.3829 -4.5075  0.027
H56 5.2338 -0.0606 0.4558  0.086
H57 3.6090 5.2187 -1.3140  0.027
H58 1.7149 -3.3765 0.5784  0.064
H59 -4.2173 3.0555 1.2832  0.010
H60 -1.7099 2.0287 4.0512  0.056
H61 -1.9225 -3.8155 -2.9373  0.103
H62 -4.8788 1.4234 1.0809  0.032
H63 -4.9166 2.1852 -0.9164  0.018
H64 6.4032 -1.7901 1.7809  0.117
H65 3.0342 4.8818 -2.9613  0.024

For the lowest unoccupied orbital energy (spin up / spin down), the calculation gives -4.065 / -7.986 eV. As for the expectation value of S²: 6.014. Its charge is +2. The spin multiplicity is 5. For the strongest force on any atom, the calculation gives 1.21 eV/A. The calculation puts the HOMO-LUMO gap (spin up / spin down) at 7.928 / 5.371 eV.